(1)
174
Properties=species:S:1:pos:R:3:forces:R:3:mulliken_charge:R:1 method="wB97M-V/def2-TZVPD" e_homo_ev=-7.9 total_energy_ev=-103375.3344 relative_energy_ev=12.4643
C 10.8376 3.5022 -2.6416 -1.214 -0.674 0.258 -1.372
C 9.6911 4.4914 -3.0484 0.043 1.024 -1.069 1.674
C 9.4513 4.4306 -4.6264 0.832 0.600 -0.043 -1.246
C 8.6489 3.2986 -5.0966 -1.358 -1.146 1.481 -0.607
C 7.3222 3.4497 -4.2976 0.239 -0.803 -1.973 -1.510
C 7.3597 3.2430 -2.8010 3.077 -0.525 -0.506 1.695
N 8.3602 4.2842 -2.3120 -1.139 0.357 -1.123 -0.080
O 8.4269 4.1543 -0.8949 0.961 0.047 -1.056 -0.445
C 5.9888 3.4872 -2.2868 -1.117 0.928 1.639 -1.991
C 7.8521 1.7677 -2.3905 -0.240 0.857 -0.691 -1.564
C 10.1677 5.9435 -2.7484 0.286 -0.279 0.577 -1.847
H 10.3881 2.5112 -2.5786 0.049 -0.130 0.024 0.273
H 11.2257 3.6834 -1.6393 0.020 0.354 -0.058 0.343
H 11.6692 3.3455 -3.3287 -0.091 0.701 -0.204 0.320
H 8.9375 5.2754 -5.0851 -0.100 0.741 0.946 0.394
H 10.3431 4.4122 -5.2530 0.938 0.156 0.879 0.441
H 9.1358 2.3562 -4.8455 -0.037 -0.268 -0.198 0.304
H 8.5090 3.3559 -6.1760 -0.233 -0.126 0.055 0.379
H 6.5787 2.8101 -4.7731 -0.330 -0.104 0.289 0.463
H 7.0273 4.4834 -4.4781 -0.371 0.028 0.148 0.446
H 5.4624 4.3594 -2.6744 0.442 0.124 -0.633 0.413
H 5.2855 2.6636 -2.4098 0.353 -0.279 -0.042 0.358
H 6.0486 3.7513 -1.2310 -0.046 -0.448 0.259 0.403
H 8.0966 1.6150 -1.3393 -0.883 0.113 0.369 0.431
H 7.0588 1.1015 -2.7292 0.191 -0.301 0.325 0.407
H 8.8079 1.4513 -2.8082 -0.289 0.221 -0.791 0.352
H 10.4863 5.9351 -1.7061 0.141 0.332 0.048 0.375
H 9.4960 6.7921 -2.8777 -0.796 -0.605 0.002 0.389
H 11.0027 6.2570 -3.3751 0.403 -0.579 0.003 0.388
H 8.6571 3.2227 -0.8679 0.268 -0.315 1.083 0.412
C 5.5024 -7.4227 6.5665 -1.129 0.092 -1.271 -1.678
C 4.0246 -7.0662 6.2057 -1.039 1.356 1.944 1.577
C 3.3846 -5.9601 7.2024 1.269 0.444 -0.450 -1.212
C 4.0328 -4.5371 7.1650 -0.098 -1.386 -2.678 -0.704
C 3.8672 -4.0858 5.6701 0.131 -0.609 1.256 -1.101
C 4.2602 -5.1251 4.5440 -0.552 0.646 -0.408 1.183
N 3.7483 -6.5016 4.9053 -0.585 3.713 0.940 0.422
O 3.8038 -7.4010 3.8917 0.467 -0.829 -1.649 -0.482
C 3.4316 -4.3948 3.3161 0.286 -1.975 0.032 -1.603
C 5.8008 -5.2092 4.2323 -1.090 0.797 0.294 -1.701
C 3.0869 -8.2544 6.3169 -0.146 -1.154 -0.028 -1.961
H 6.0061 -6.5425 6.9658 0.038 -0.451 0.626 0.264
H 6.0295 -7.6495 5.6397 0.004 -0.232 -0.061 0.363
H 5.4548 -8.3459 7.1441 0.529 0.427 0.525 0.441
H 2.3768 -5.8604 6.7993 -0.157 0.193 0.104 0.371
H 3.2679 -6.1578 8.2680 0.313 -1.124 -0.070 0.392
H 5.1163 -4.4504 7.2458 -0.008 -0.496 1.321 0.310
H 3.4321 -3.9680 7.8745 0.568 0.596 -0.180 0.376
H 4.4835 -3.2071 5.4802 -0.300 0.254 -0.076 0.428
H 2.8026 -3.8521 5.6584 0.043 0.185 -0.899 0.374
H 3.8390 -3.4363 2.9945 0.095 0.137 0.748 0.360
H 3.3439 -4.9159 2.3627 0.724 -0.727 -0.049 0.449
H 2.3695 -4.3330 3.5535 0.114 0.445 0.585 0.378
H 6.3879 -5.3438 5.1408 -0.126 -0.319 0.000 0.324
H 5.9689 -6.0189 3.5223 0.112 0.063 0.079 0.340
H 6.1594 -4.2629 3.8274 -0.077 0.006 -0.325 0.457
H 2.0699 -8.0527 5.9804 0.075 0.474 -0.166 0.375
H 2.9510 -8.6399 7.3274 0.463 0.115 0.189 0.450
H 3.4314 -9.0728 5.6847 0.104 -0.116 0.092 0.432
H 2.9472 -7.2468 3.4867 -0.064 -0.519 -0.438 0.378
C -2.3147 -6.2725 3.3333 -2.041 -0.165 0.732 0.651
O -1.7554 -6.2749 2.3008 1.640 -0.306 -3.647 -0.615
N -3.5610 -6.6445 3.6276 -4.147 -2.244 -2.412 -0.378
N -1.9105 -5.8355 4.4663 3.723 2.343 4.790 -0.288
H -3.9794 -6.5422 4.5412 -0.155 -0.170 -0.707 0.131
H -4.0954 -7.0445 2.8696 -0.217 0.028 0.420 0.191
H -2.5403 -6.0955 5.2118 1.475 0.699 0.615 0.130
H -0.9690 -5.4929 4.5942 -0.290 -0.174 0.297 0.175
C -4.6249 5.0150 -6.3079 -0.490 0.430 1.639 0.633
O -5.2001 5.6727 -5.4658 0.271 0.804 0.988 -0.646
N -5.1993 4.7934 -7.4730 -1.356 -0.453 -2.927 -0.438
N -3.4256 4.4463 -6.1741 1.265 -0.576 0.356 -0.377
H -5.0331 3.9258 -7.9625 -0.219 0.343 -0.098 0.202
H -6.0871 5.2651 -7.5704 0.057 -0.470 -0.123 0.230
H -2.9319 4.5842 -5.3039 0.020 -0.293 -0.406 0.219
H -3.0878 3.8921 -6.9479 0.456 0.225 0.580 0.175
C 1.2174 -1.1851 -5.8466 3.584 1.015 -4.109 0.576
O 1.9848 -1.0057 -6.8336 -1.309 -0.650 2.595 -0.671
N 1.4318 -1.6300 -4.6156 2.209 -1.374 1.995 -0.338
N -0.0433 -0.8873 -5.8249 -5.241 1.527 -1.340 -0.286
H 2.2761 -2.1460 -4.4132 -0.410 -0.105 0.168 0.235
H 0.5070 -1.8775 -4.2936 1.625 -1.112 1.579 0.179
H -0.5095 -1.1370 -4.9644 -0.949 0.881 -0.945 0.117
H -0.5875 -0.5026 -6.5838 0.465 -0.165 0.114 0.182
C -7.5006 -1.6594 -4.2904 -0.106 3.189 2.085 0.571
O -7.6417 -0.4755 -4.5045 -0.267 1.002 0.542 -0.634
N -7.4850 -2.2710 -3.0809 -0.718 1.162 2.660 -0.447
N -7.1588 -2.5069 -5.1637 0.998 -4.353 -4.351 -0.326
H -7.7174 -3.2464 -2.9595 -0.046 0.442 0.235 0.193
H -7.6492 -1.5962 -2.3475 -0.394 -0.636 0.376 0.228
H -7.1159 -3.4046 -4.7028 0.945 -0.363 -1.609 0.186
H -6.6236 -2.2271 -5.9732 -0.410 -0.416 0.070 0.230
C -3.2082 8.2463 6.2486 -1.998 -1.476 -5.403 0.657
O -3.4904 7.2561 5.5869 -0.558 -0.300 -1.605 -0.696
N -2.9402 8.0918 7.4458 2.262 -1.144 9.271 -0.356
N -3.2538 9.4963 5.8417 0.030 3.608 -1.733 -0.359
H -3.1237 7.1914 7.8652 0.318 0.104 -0.339 0.225
H -2.7005 8.8168 8.1069 -0.188 0.005 -0.329 0.162
H -2.8154 10.2415 6.3637 -0.224 -0.256 -0.041 0.170
H -3.6442 9.7768 4.9534 0.320 -0.519 0.117 0.197
C -9.4147 3.0533 0.0691 -0.261 -1.787 -0.122 0.614
O -9.2892 1.8865 0.3235 -0.133 -2.138 1.185 -0.650
N -10.2226 3.8940 0.6745 -2.926 1.815 2.662 -0.458
N -8.7703 3.5905 -0.9117 2.391 2.219 -3.790 -0.380
H -10.8883 3.4443 1.2865 0.200 0.105 0.119 0.242
H -10.6267 4.6777 0.1818 0.289 -0.176 -0.013 0.223
H -8.4884 2.9829 -1.6677 0.238 0.222 0.241 0.228
H -8.9214 4.5691 -1.1106 0.243 -0.284 -0.298 0.181
C -6.5984 8.7948 1.1062 -1.696 3.460 -5.424 0.664
O -6.8273 9.3996 0.0638 -0.173 0.317 -1.326 -0.723
N -7.4733 8.7384 2.0189 -3.465 -0.685 4.520 -0.377
N -5.4879 8.2604 1.3446 7.181 -3.816 1.746 -0.328
H -7.1299 8.3407 2.8815 -1.212 0.272 0.309 0.166
H -8.3374 9.2370 1.8612 0.266 -0.210 0.522 0.234
H -5.2720 7.7814 2.2072 -0.285 0.053 -0.017 0.143
H -4.7783 8.0614 0.6541 -0.580 0.566 -0.263 0.219
C -5.7406 -4.5238 8.4619 1.502 -0.658 -1.044 0.677
O -5.2057 -5.5620 8.1319 0.132 -0.818 -1.188 -0.648
N -5.8727 -3.4058 7.7797 0.265 2.034 -2.966 -0.385
N -6.1904 -4.3279 9.6559 -1.524 -0.696 4.018 -0.430
H -6.3685 -2.6387 8.2108 0.148 -0.125 -0.791 0.162
H -5.5582 -3.3822 6.8202 -0.183 0.328 0.280 0.211
H -6.1840 -5.1994 10.1664 -0.120 0.752 0.922 0.232
H -6.3060 -3.3799 9.9847 -0.182 -0.821 0.681 0.184
C 0.0502 1.6359 7.8410 1.200 -0.503 -0.218 0.620
O 1.1993 1.5894 8.2401 0.047 -0.067 -0.329 -0.623
N -0.4194 1.7291 6.6029 0.552 0.368 -2.857 -0.402
N -1.0115 1.5253 8.6153 -1.691 -0.349 4.228 -0.457
H 0.2303 1.6331 5.8356 -0.440 0.611 -0.058 0.203
H -1.3178 2.1892 6.5660 0.403 -0.166 -1.000 0.212
H -1.9420 1.3037 8.2911 0.515 -0.149 -0.009 0.214
H -0.7343 1.1659 9.5176 -0.591 0.268 0.224 0.234
C -0.2165 10.0447 -4.2398 2.982 -4.629 5.579 0.636
O 0.7800 9.3679 -4.3318 2.596 -0.351 -2.150 -0.651
N -0.7222 9.9950 -2.9904 -2.121 1.310 1.513 -0.431
N -0.9079 10.6027 -5.1196 -3.481 3.485 -4.987 -0.371
H -1.4946 10.6041 -2.7611 0.102 -0.380 0.514 0.166
H -0.3767 9.2896 -2.3554 -0.085 0.445 -0.284 0.201
H -0.5172 10.7399 -6.0408 -0.274 -0.210 0.163 0.235
H -1.9082 10.6270 -4.9824 0.260 0.313 -0.343 0.214
C -0.5709 -8.2265 -6.4734 0.118 0.668 -3.578 -1.326
C -1.8923 -7.8389 -7.2553 0.689 -0.892 1.647 0.505
C -2.2201 -8.6120 -8.5227 -0.829 0.531 -1.867 -0.777
O -1.4724 -8.1372 -9.6739 1.660 -0.407 -0.109 -0.343
C -1.8452 -8.7830 -10.9182 -1.358 -0.290 1.679 -0.696
N -2.8991 -7.9577 -6.1937 -1.202 1.029 -0.075 -0.745
H -0.3040 -7.5671 -5.6475 -0.548 -0.384 0.266 0.461
H 0.1852 -8.0152 -7.2296 0.746 -0.399 0.127 0.301
H -0.6151 -9.3054 -6.3245 0.204 0.201 0.612 0.321
H -1.9392 -6.7874 -7.5386 0.454 0.043 -0.028 0.163
H -3.2314 -8.3736 -8.8521 -0.656 0.170 0.775 0.383
H -2.2591 -9.7002 -8.4733 0.766 -0.288 0.355 0.383
H -2.7850 -8.3074 -11.1988 -0.209 -0.216 -0.403 0.284
H -2.0294 -9.8300 -10.6773 -0.239 -0.229 -0.174 0.272
H -1.1950 -8.8135 -11.7925 0.772 0.837 0.687 0.275
H -3.1159 -8.8610 -5.7973 0.374 -0.447 -0.507 0.258
H -2.3925 -7.4711 -5.4680 -0.746 0.078 0.598 0.281
C -2.8096 0.0246 1.2261 -0.393 2.327 1.781 -1.390
C -2.4410 0.4735 -0.1542 0.393 0.823 -0.723 0.361
C -1.2030 1.5002 -0.3057 -1.812 -1.710 1.817 -0.593
O -1.4933 2.4982 0.6635 1.161 1.235 -0.816 -0.261
C -1.0205 3.8137 0.3457 -0.612 0.615 1.040 -0.822
N -2.0949 -0.7259 -0.8062 1.190 -1.125 -2.406 -0.641
H -1.9746 -0.4276 1.7611 0.041 -0.213 -0.141 0.353
H -3.7021 -0.5987 1.2821 0.222 -0.309 -0.477 0.430
H -3.0916 0.9108 1.7947 0.022 0.102 0.464 0.294
H -3.3103 0.8857 -0.6665 -0.051 0.329 0.097 0.237
H -0.9677 1.8428 -1.3133 -0.646 0.215 -0.077 0.387
H -0.3483 0.9015 0.0092 0.487 0.091 0.173 0.224
H -1.5608 4.2614 -0.4883 0.121 -0.250 -0.321 0.317
H 0.0442 4.0410 0.2930 0.447 -1.111 -0.679 0.317
H -1.2266 4.4577 1.2006 -0.698 -0.219 0.252 0.269
H -2.8583 -1.3870 -0.7867 0.174 -0.169 0.104 0.253
H -1.2960 -1.0893 -0.3064 -0.023 -0.656 -0.128 0.268

=====

(2)
90
Properties=species:S:1:pos:R:3:forces:R:3:mulliken_spin:R:1 method="wB97M-V/def2-TZVPD" s2=2.02 charge=-2 e_homo_ev="0.1 / -1.5" spin_multiplicity=3 total_energy_ev=-120180.2952 relative_energy_ev=1.0597
Ti -0.7276 -0.0464 1.2507 -0.489 0.145 0.416 1.029
C -2.4447 -0.7869 5.2078 0.032 0.059 -0.064 0.002
C -1.9346 -1.3212 3.8997 -0.171 0.047 0.036 0.044
O -1.0097 -0.7583 3.3097 0.249 -0.218 -0.205 -0.002
N -2.5343 -2.4221 3.4237 0.069 0.009 0.035 -0.002
C -2.2312 -3.0072 2.1101 -0.022 -0.017 -0.002 -0.017
C -2.9414 -2.3298 0.9856 -0.047 -0.090 -0.072 0.227
C -4.0284 -2.9127 0.3825 0.065 0.038 0.069 -0.178
C -4.7362 -2.2518 -0.6322 -0.060 -0.026 -0.060 0.466
C -4.2836 -0.9495 -0.9573 0.104 0.053 0.005 -0.104
C -3.1903 -0.4201 -0.3377 -0.130 -0.005 -0.003 0.197
N -2.4555 -1.0900 0.6219 0.356 0.194 0.039 0.226
H -1.6716 -0.1707 5.6603 -0.011 -0.013 0.028 -0.001
H -2.7601 -1.5771 5.8892 0.000 -0.013 -0.009 0.003
H -3.2913 -0.1349 4.9803 0.000 0.000 0.018 -0.002
H -3.4048 -2.6813 3.8576 -0.006 -0.012 -0.009 -0.008
H -2.5194 -4.0580 2.1547 -0.002 0.000 0.003 0.007
H -1.1516 -2.9560 1.9669 0.011 0.042 0.014 0.014
H -4.3305 -3.8992 0.7218 -0.002 -0.006 -0.018 -0.008
H -5.5831 -2.7072 -1.1271 -0.001 0.005 0.009 0.062
H -4.7841 -0.3432 -1.7019 -0.016 -0.045 -0.003 -0.033
H -2.8421 0.5782 -0.5796 0.010 0.000 -0.033 0.041
I -0.5721 -1.9015 -2.0796 0.047 0.052 -0.052 0.016
C 1.4256 -1.7338 -1.4741 0.039 0.006 -0.150 -0.007
C 2.3576 -1.6451 -2.4744 -0.139 -0.009 -0.020 0.003
C 3.7287 -1.7759 -2.1888 0.102 -0.028 0.077 -0.002
C 4.1163 -2.1165 -0.9246 -0.011 0.023 -0.077 0.001
C 3.1626 -2.2334 0.1158 -0.105 0.033 -0.023 0.001
C 3.5611 -2.7150 1.3882 -0.023 -0.005 0.041 0.011
C 2.6429 -2.8023 2.3903 0.050 -0.001 -0.005 -0.001
C 1.3473 -2.2680 2.2032 0.060 0.114 -0.089 0.040
C 0.8831 -1.7551 1.0064 -0.284 0.272 0.101 -0.017
C 1.7891 -1.8971 -0.1046 0.174 -0.073 0.104 0.000
H 2.0338 -1.5144 -3.4992 -0.004 0.007 0.008 -0.001
H 4.4543 -1.6680 -2.9865 0.009 -0.001 0.009 0.000
H 5.1578 -2.3130 -0.6910 0.006 0.000 -0.019 0.000
H 4.5971 -3.0054 1.5334 -0.003 -0.008 0.018 0.001
H 2.9296 -3.1854 3.3654 0.017 -0.007 -0.005 -0.001
H 0.7276 -2.1791 3.0882 0.006 -0.020 0.017 0.001
S -2.9711 1.3956 2.3706 0.173 -0.090 -0.195 -0.019
C -2.1453 2.2163 3.6426 0.308 -0.044 -0.110 -0.010
C -2.9178 2.5777 4.7889 -0.210 0.151 0.198 -0.004
N -3.5770 2.8446 5.6986 0.030 -0.044 0.004 -0.001
C -0.8038 2.4964 3.6370 -0.238 -0.171 -0.275 0.015
S 0.2413 2.1339 2.2964 0.099 -0.328 -0.156 -0.008
C -0.1998 3.1149 4.7678 0.074 0.123 0.299 -0.003
N 0.3088 3.5879 5.6912 0.009 -0.008 -0.044 0.005
I 6.8468 -0.0585 2.5418 0.003 -0.001 0.006 0.000
C 5.0654 0.0173 3.6314 -0.052 -0.008 0.005 0.000
C 5.0667 -0.1378 5.0063 0.056 -0.011 0.000 0.000
C 3.8480 -0.1057 5.6658 -0.006 0.005 0.020 0.000
C 2.6923 0.0702 4.9164 -0.001 0.045 -0.010 0.000
N 2.7017 0.2109 3.5992 -0.004 0.025 0.019 0.003
C 3.8612 0.1953 2.9629 0.041 -0.044 -0.055 0.002
H 5.9936 -0.2784 5.5469 -0.005 0.000 0.007 0.000
H 3.7972 -0.2084 6.7420 -0.002 -0.006 -0.001 0.000
H 1.7151 0.1090 5.3872 0.013 0.005 0.007 0.001
H 3.8286 0.3088 1.8839 -0.014 0.000 0.011 0.001
C -1.6849 -0.9896 -5.9051 0.046 0.004 -0.027 -0.001
C -2.1097 0.2085 -5.0930 -0.019 0.017 -0.005 0.010
C -3.4235 0.2715 -4.6541 0.004 0.017 0.003 -0.023
C -3.8547 1.3517 -3.8970 0.030 -0.004 -0.060 0.020
C -2.9643 2.3461 -3.5639 0.004 -0.014 0.053 -0.005
C -1.6265 2.2945 -3.9726 -0.065 -0.125 0.058 0.006
N -0.8142 3.3716 -3.5352 0.095 0.061 -0.098 0.000
C 0.5375 3.1217 -3.1084 -0.045 -0.083 -0.086 -0.002
C 1.5777 3.6825 -3.8390 -0.029 -0.050 -0.033 0.000
C 2.8967 3.4097 -3.5163 0.004 -0.023 0.014 0.000
C 3.1811 2.5640 -2.4516 0.049 0.025 0.004 0.000
C 2.1475 2.0394 -1.6943 -0.039 0.028 0.101 0.001
C 0.8191 2.3400 -1.9868 0.046 -0.046 -0.110 0.000
C -0.2740 1.8231 -1.0748 0.027 -0.126 -0.110 -0.001
O -1.3543 2.3936 -1.0147 0.072 0.047 0.004 0.002
O 0.0758 0.7728 -0.4197 -0.238 -0.017 0.342 0.004
C -1.1943 1.2280 -4.7755 -0.049 0.058 -0.052 -0.005
C 0.2072 1.1463 -5.3268 0.013 -0.053 0.034 0.000
H -2.4900 -1.7238 -5.9350 0.009 -0.005 0.005 0.001
H -0.8059 -1.4719 -5.4749 -0.007 -0.023 0.040 0.000
H -1.4378 -0.7214 -6.9372 -0.019 0.016 0.008 0.000
H -4.1022 -0.5397 -4.8901 -0.012 0.000 0.016 -0.001
H -4.8746 1.3970 -3.5347 0.002 0.011 -0.005 -0.001
H -3.2746 3.1592 -2.9186 0.001 -0.016 0.007 0.002
H -1.2935 3.7666 -2.7330 -0.041 0.049 -0.007 0.000
H 1.3236 4.3043 -4.6891 0.004 0.008 0.006 0.000
H 3.6985 3.8405 -4.1046 0.003 0.004 0.007 0.000
H 4.2068 2.3208 -2.2019 -0.001 0.001 -0.009 0.000
H 2.3453 1.3885 -0.8521 0.001 0.005 -0.009 0.001
H 0.5641 2.1217 -5.6473 0.014 0.073 0.018 0.000
H 0.2380 0.4858 -6.1926 0.015 0.018 0.022 0.000
H 0.9220 0.7609 -4.5921 -0.029 0.041 0.009 0.000